No. 1
The ion C21H40N7O12 with charge +1, computed with ωB97M-V/def2-TZVPD.

Computed properties:
- Energy above the lowest of the compared OMol25 structures with the same formula, charge and spin: 91.5 kJ/mol
- HOMO level: -11.29 eV
- 2S+1: 1
- Structure (SMILES): CN[C@H]1[C@H](O[C@@H]2[C@H]3O[C@H]4[C@@H](O)[C@H](O)[C@H](NC(N)=[NH2+])[C@H](O)[C@@H]4/N=C(\N)N[C@H](O)[C@]2(O)[C@@H](C)O3)O[C@H](CO)[C@@H](O)[C@@H]1O
- Gap between HOMO and LUMO: 9.42 eV
- Molar mass: 582.588 g/mol
- Total charge: +1
- Electronic energy: -2110.2176 Eh

Each line ends with the natural charge from an NBO analysis.
Positions of all 80 atoms, in Å:
C -5.623 -3.243 -0.710  -0.4083
N -4.720 -2.173 -1.097  -0.6289
C -4.010 -1.559 0.000  -0.1034
C -2.622 -1.061 -0.436  0.3940
O -1.884 -0.930 0.759  -0.5694
C -0.591 -0.374 0.621  0.0521
C 0.418 -1.231 1.438  0.3708
O 1.339 -1.976 0.695  -0.5432
C 2.507 -1.324 0.211  0.0649
C 3.687 -2.301 0.281  0.0630
O 3.532 -3.384 -0.596  -0.7190
C 5.006 -1.583 -0.090  0.0718
O 5.680 -1.072 1.037  -0.7406
C 4.788 -0.416 -1.086  -0.0859
N 4.406 0.837 -0.461  -0.6287
C 5.137 1.678 0.244  0.6976
N 6.454 1.508 0.401  -0.7698
N 4.544 2.775 0.724  -0.7767
C 3.637 -0.815 -2.033  0.0838
O 3.565 0.008 -3.159  -0.6991
C 2.312 -0.784 -1.232  -0.1130
N 1.862 0.574 -1.054  -0.7559
C 0.763 1.056 -1.556  0.6636
N 0.191 0.651 -2.712  -0.8075
N 0.180 2.091 -0.897  -0.6314
C 0.285 2.160 0.550  0.2591
O 1.615 2.188 0.951  -0.7742
C -0.551 1.041 1.283  0.1716
O -1.830 1.593 1.398  -0.7651
C 0.121 0.695 2.646  0.0792
C -0.898 0.278 3.700  -0.6510
O 1.037 -0.350 2.334  -0.5357
O -2.606 0.144 -1.150  -0.5618
C -3.836 0.806 -1.390  0.0544
C -3.493 2.224 -1.875  -0.0684
O -2.496 2.846 -1.106  -0.7494
C -4.778 0.879 -0.177  0.0537
O -6.051 1.119 -0.725  -0.7159
C -4.756 -0.399 0.693  0.0546
O -4.164 -0.041 1.924  -0.7248
H -6.083 -3.639 -1.613  0.2160
H -6.419 -2.930 -0.022  0.1686
H -5.046 -4.037 -0.239  0.1959
H -5.233 -1.481 -1.632  0.3636
H -3.807 -2.338 0.746  0.2162
H -2.142 -1.821 -1.078  0.1706
H -0.331 -0.373 -0.433  0.2095
H -0.160 -2.005 1.969  0.1739
H 2.740 -0.499 0.893  0.2116
H 3.761 -2.663 1.319  0.1799
H 2.676 -3.792 -0.417  0.4887
H 5.622 -2.338 -0.599  0.2001
H 5.832 -1.788 1.665  0.4938
H 5.705 -0.265 -1.668  0.2262
H 3.400 1.056 -0.602  0.4517
H 6.825 0.581 0.260  0.4353
H 6.962 2.112 1.024  0.4113
H 3.537 2.879 0.689  0.4458
H 5.059 3.425 1.291  0.4106
H 3.829 -1.824 -2.406  0.2291
H 3.214 0.871 -2.896  0.4738
H 1.573 -1.419 -1.739  0.2172
H -0.750 0.925 -2.933  0.4167
H 0.647 -0.027 -3.297  0.4158
H -0.712 2.435 -1.255  0.4409
H -0.163 3.109 0.863  0.2114
H 1.975 1.356 0.577  0.5043
H -2.469 0.888 1.629  0.5260
H 0.728 1.522 3.019  0.2151
H -1.524 1.128 3.954  0.2329
H -0.373 -0.057 4.591  0.2311
H -1.523 -0.532 3.332  0.2017
H -4.383 0.297 -2.197  0.1912
H -3.115 2.186 -2.901  0.1774
H -4.418 2.814 -1.869  0.1952
H -2.555 2.550 -0.180  0.5036
H -4.473 1.706 0.482  0.1835
H -6.663 1.384 -0.028  0.4857
H -5.799 -0.714 0.859  0.1854
H -4.104 -0.818 2.491  0.4860

=====

No. 2
An isolated molecule of C4H7NO2, computed with ωB97M-V/def2-TZVPD.

Computed properties:
- Energy above the lowest of the compared OMol25 structures with the same formula, charge and spin: 151.8 kJ/mol
- HOMO level: -9.52 eV
- 2S+1: 1
- Structure (SMILES): [H]/N=C(\C)OCC=O
- Gap between HOMO and LUMO: 10.33 eV
- Molar mass: 101.105 g/mol
- Electronic energy: -361.8230 Eh

Each line ends with the natural charge from an NBO analysis.
Positions of all 14 atoms, in Å:
H -0.573 2.220 -0.116  0.3779
N -0.168 1.323 0.044  -0.7463
C -0.785 0.224 0.030  0.5945
C -2.220 -0.198 -0.182  -0.6911
O -0.053 -0.904 0.232  -0.5070
C 1.325 -0.730 0.533  -0.1793
C 2.104 0.191 -0.391  0.4335
O 3.208 0.568 -0.079  -0.5394
H -2.544 -0.793 0.678  0.2418
H -2.900 0.642 -0.323  0.2253
H -2.274 -0.860 -1.054  0.2413
H 1.476 -0.383 1.562  0.2089
H 1.751 -1.733 0.436  0.2169
H 1.654 0.433 -1.370  0.1230

=====

No. 3
A structure of composition C19H14Cl2N2NbO2PS5Sb at a distorted geometry, computed with ωB97M-V/def2-TZVPD.

Computed properties:
- Energy above the lowest of the compared OMol25 structures with the same formula, charge and spin: 0.0 kJ/mol
- <S²>: 0.757
- HOMO level (spin up / spin down): -7.27 / -8.34 eV
- 2S+1: 2
- Gap between HOMO and LUMO (spin up / spin down): 5.43 / 6.52 eV
- Molar mass: 779.214 g/mol
- Electronic energy: -4542.3834 Eh

Each line ends with the natural charge from an NBO analysis.
Positions of all 47 atoms, in Å:
Nb -2.306 2.251 -0.077  0.9712
O -0.401 0.059 2.603  -0.5107
C -0.234 0.257 1.405  0.8158
O -1.153 0.998 0.700  -0.7377
C 1.108 0.083 0.740  -0.8897
P 1.375 -0.836 -0.820  1.4196
C 0.040 -1.986 -1.010  -0.4426
C -0.250 -2.738 0.093  -0.1838
C -1.200 -3.789 0.003  -0.2055
C -1.777 -4.049 -1.220  -0.1774
C -1.236 -3.421 -2.378  -0.1956
C -0.353 -2.381 -2.283  -0.1822
C 2.866 -1.814 -0.701  -0.4778
C 4.099 -1.187 -0.412  -0.0872
C 5.262 -1.953 -0.162  -0.2379
C 5.116 -3.337 -0.115  -0.1580
C 3.876 -3.974 -0.191  -0.2223
C 2.818 -3.207 -0.552  -0.1592
H 1.822 -0.406 1.450  0.2710
H 1.607 1.091 0.540  0.3187
H 0.198 -2.411 1.061  0.2281
H -1.345 -4.451 0.874  0.2319
H -2.594 -4.756 -1.204  0.2300
H -1.440 -3.848 -3.394  0.2288
H 0.012 -1.882 -3.144  0.2404
H 4.230 -0.128 -0.362  0.2203
H 6.267 -1.570 0.033  0.2324
H 6.007 -3.933 0.046  0.2155
H 3.810 -5.051 -0.035  0.2291
H 1.886 -3.764 -0.718  0.2263
Cl 3.231 4.306 1.189  -0.0421
C 1.708 4.912 1.955  -0.3761
Cl 1.708 6.651 2.445  -0.0288
H 1.529 4.300 2.834  0.2215
H 0.858 4.809 1.233  0.2265
S 1.446 0.796 -2.100  -0.6351
Sb -1.177 2.300 -2.964  0.7714
S -2.934 1.053 -1.881  -0.3460
S -0.788 3.914 -1.123  -0.4483
S -3.129 4.459 0.845  0.0111
C -4.790 4.116 0.854  -0.2915
C -5.678 5.233 0.630  0.2481
N -6.355 6.205 0.569  -0.2572
C -5.222 2.837 1.119  -0.2629
S -4.129 1.469 1.408  0.0318
C -6.636 2.550 1.085  0.2414
N -7.751 2.222 1.131  -0.2756

=====

No. 4
An isolated molecule of C23H32N2O5, computed with ωB97M-V/def2-TZVPD.

Computed properties:
- Energy above the lowest of the compared OMol25 structures with the same formula, charge and spin: 164.4 kJ/mol
- HOMO level: -8.28 eV
- 2S+1: 1
- Structure (SMILES): CCC(=O)[C@@H]1CCCN(C(=O)c2ccc(OC)c(OC3CCN(C(C)=O)CC3)c2)C1
- Gap between HOMO and LUMO: 8.93 eV
- Molar mass: 416.518 g/mol
- Electronic energy: -1381.3618 Eh

Each line ends with the natural charge from an NBO analysis.
Positions of all 62 atoms, in Å:
C 4.256 -2.111 4.629  -0.6112
C 3.644 -3.455 4.247  -0.5124
C 3.068 -3.423 2.852  0.6407
O 3.539 -2.760 1.962  -0.5705
C 1.821 -4.280 2.643  -0.3315
C 1.637 -4.651 1.160  -0.4142
C 0.315 -4.135 0.598  -0.4068
C 0.191 -2.631 0.834  -0.2109
N 0.465 -2.304 2.223  -0.4458
C 0.943 -1.097 2.612  0.6918
O 1.329 -0.884 3.748  -0.6334
C 0.949 -0.033 1.564  -0.1370
C 2.161 0.445 1.093  -0.1821
C 2.182 1.461 0.155  -0.2821
C 1.010 2.036 -0.322  0.2230
O 0.996 3.069 -1.228  -0.5147
C 2.221 3.552 -1.722  -0.2498
C -0.225 1.546 0.145  0.3295
O -1.466 2.013 -0.183  -0.5179
C -1.732 2.572 -1.461  0.0972
C -1.467 1.572 -2.590  -0.4391
C -1.930 2.158 -3.922  -0.2252
N -3.331 2.519 -3.857  -0.4441
C -4.237 1.800 -4.565  0.6876
C -5.696 2.165 -4.382  -0.7134
O -3.892 0.920 -5.332  -0.6328
C -3.613 3.496 -2.833  -0.2097
C -3.214 2.952 -1.459  -0.4197
C -0.228 0.520 1.083  -0.2378
C 0.633 -3.419 3.121  -0.2209
H 5.012 -1.826 3.902  0.2155
H 3.479 -1.350 4.636  0.2407
H 4.713 -2.165 5.614  0.2047
H 2.879 -3.749 4.966  0.2122
H 4.417 -4.232 4.246  0.2310
H 1.886 -5.169 3.276  0.2223
H 2.453 -4.196 0.593  0.2314
H 1.696 -5.733 1.030  0.2134
H 0.275 -4.323 -0.476  0.2241
H -0.524 -4.662 1.054  0.1956
H -0.817 -2.292 0.565  0.1963
H 0.907 -2.103 0.197  0.2151
H 3.083 0.015 1.452  0.2353
H 3.138 1.818 -0.194  0.2222
H 2.843 3.966 -0.923  0.1807
H 1.959 4.346 -2.420  0.1996
H 2.778 2.773 -2.254  0.1786
H -1.126 3.473 -1.617  0.1920
H -0.404 1.335 -2.642  0.2214
H -2.015 0.650 -2.383  0.2113
H -1.815 1.428 -4.725  0.2546
H -1.344 3.053 -4.159  0.1850
H -6.012 1.999 -3.354  0.2230
H -5.873 3.203 -4.651  0.2247
H -6.283 1.526 -5.037  0.2444
H -4.667 3.767 -2.837  0.2184
H -3.026 4.397 -3.048  0.1909
H -3.400 3.699 -0.687  0.2195
H -3.801 2.063 -1.224  0.2072
H -1.186 0.180 1.444  0.2258
H -0.282 -4.016 3.155  0.2039
H 0.823 -3.007 4.114  0.2521

=====

No. 5
A structure of composition C7H14O3 at a distorted geometry, computed with ωB97M-V/def2-TZVPD.

Computed properties:
- Energy above the lowest of the compared OMol25 structures with the same formula, charge and spin: 347.0 kJ/mol
- HOMO level: -10.13 eV
- 2S+1: 1
- Gap between HOMO and LUMO: 10.65 eV
- Molar mass: 146.186 g/mol
- Electronic energy: -500.7311 Eh

Each line ends with the natural charge from an NBO analysis.
Positions of all 24 atoms, in Å:
C 2.705 0.181 -2.474  -0.6031
C 1.696 0.868 -1.562  -0.3898
C 1.029 -0.088 -0.578  -0.3995
C 0.054 0.615 0.361  -0.3870
C -0.532 -0.309 1.425  -0.3577
C -1.601 0.309 2.337  -0.0649
O -2.544 -0.777 2.318  -0.7217
C -1.428 -1.423 0.906  0.8837
O -1.165 -2.595 0.836  -0.5067
H 3.177 0.896 -3.162  0.2123
H 3.506 -0.293 -1.887  0.2032
H 2.224 -0.606 -3.073  0.2056
H 2.197 1.675 -1.001  0.1936
H 0.917 1.357 -2.169  0.1950
H 0.500 -0.876 -1.140  0.2072
H 1.803 -0.598 0.020  0.1998
H 0.567 1.436 0.887  0.2138
H -0.754 1.087 -0.222  0.1969
H 0.265 -0.763 2.030  0.2491
H -1.218 0.466 3.352  0.1949
H -2.071 1.205 1.906  0.1729
O -3.064 -0.997 -0.028  -0.8998
H -3.387 -0.626 1.359  0.5464
H -2.878 -0.146 -0.440  0.4559

=====

Look up the electronic energy of the fourth one. -1381.3618 Eh

=====

What did the third record say?
A structure of composition C19H14Cl2N2NbO2PS5Sb at a distorted geometry, computed with ωB97M-V/def2-TZVPD.

Computed properties:
- Energy above the lowest of the compared OMol25 structures with the same formula, charge and spin: 0.0 kJ/mol
- <S²>: 0.757
- HOMO level (spin up / spin down): -7.27 / -8.34 eV
- 2S+1: 2
- Gap between HOMO and LUMO (spin up / spin down): 5.43 / 6.52 eV
- Molar mass: 779.214 g/mol
- Electronic energy: -4542.3834 Eh

Each line ends with the natural charge from an NBO analysis.
Positions of all 47 atoms, in Å:
Nb -2.306 2.251 -0.077  0.9712
O -0.401 0.059 2.603  -0.5107
C -0.234 0.257 1.405  0.8158
O -1.153 0.998 0.700  -0.7377
C 1.108 0.083 0.740  -0.8897
P 1.375 -0.836 -0.820  1.4196
C 0.040 -1.986 -1.010  -0.4426
C -0.250 -2.738 0.093  -0.1838
C -1.200 -3.789 0.003  -0.2055
C -1.777 -4.049 -1.220  -0.1774
C -1.236 -3.421 -2.378  -0.1956
C -0.353 -2.381 -2.283  -0.1822
C 2.866 -1.814 -0.701  -0.4778
C 4.099 -1.187 -0.412  -0.0872
C 5.262 -1.953 -0.162  -0.2379
C 5.116 -3.337 -0.115  -0.1580
C 3.876 -3.974 -0.191  -0.2223
C 2.818 -3.207 -0.552  -0.1592
H 1.822 -0.406 1.450  0.2710
H 1.607 1.091 0.540  0.3187
H 0.198 -2.411 1.061  0.2281
H -1.345 -4.451 0.874  0.2319
H -2.594 -4.756 -1.204  0.2300
H -1.440 -3.848 -3.394  0.2288
H 0.012 -1.882 -3.144  0.2404
H 4.230 -0.128 -0.362  0.2203
H 6.267 -1.570 0.033  0.2324
H 6.007 -3.933 0.046  0.2155
H 3.810 -5.051 -0.035  0.2291
H 1.886 -3.764 -0.718  0.2263
Cl 3.231 4.306 1.189  -0.0421
C 1.708 4.912 1.955  -0.3761
Cl 1.708 6.651 2.445  -0.0288
H 1.529 4.300 2.834  0.2215
H 0.858 4.809 1.233  0.2265
S 1.446 0.796 -2.100  -0.6351
Sb -1.177 2.300 -2.964  0.7714
S -2.934 1.053 -1.881  -0.3460
S -0.788 3.914 -1.123  -0.4483
S -3.129 4.459 0.845  0.0111
C -4.790 4.116 0.854  -0.2915
C -5.678 5.233 0.630  0.2481
N -6.355 6.205 0.569  -0.2572
C -5.222 2.837 1.119  -0.2629
S -4.129 1.469 1.408  0.0318
C -6.636 2.550 1.085  0.2414
N -7.751 2.222 1.131  -0.2756

=====

What is the formula in the first record? C21H40N7O12

=====

The highest 2S+1 belongs to which entry? C19H14Cl2N2NbO2PS5Sb